Below is one molecule with the formula C12H13BrClN in a non-equilibrium geometry, with properties calculated with ωB97M-V with the def2-TZVPD basis set.

```
! wB97M-V def2-TZVPD RIJCOSX def2/J DEFGRID3
* xyz 0 1
C -0.999 0.894 0.156
H 3.215 1.524 0.478
C 0.412 0.774 0.739
C 0.855 1.932 1.608
N 2.246 1.620 2.230
H 2.532 -1.056 2.160
C -1.447 -0.147 -0.805
H -3.112 -2.768 -3.293
H -0.998 1.852 -0.295
H -2.310 -1.290 0.715
C 1.211 -0.395 0.604
Br -3.625 -3.680 -0.528
H -1.651 0.920 1.081
H 3.168 -1.064 0.415
H 2.063 1.067 3.082
C -2.009 -0.845 -3.090
H 4.169 0.913 1.920
C -2.131 -1.219 -0.341
H 0.143 2.123 2.408
C -1.371 0.086 -2.207
Cl -0.728 1.549 -2.846
H -1.866 -0.542 -4.147
C -2.639 -2.051 -2.610
H 0.841 -1.269 0.221
C 3.219 0.917 1.375
C -2.690 -2.187 -1.221
C 2.618 -0.502 1.135
H 0.884 2.846 1.059
*
```

Its LUMO energy is 0.73 eV. Its SMILES is Clc1ccc(Br)cc1CC1=CCCNC1. The calculation puts the total energy at -96708.536 eV. Its frontier orbital gap is 9.33 eV. For the energy above the lowest of the compared OMol25 structures with the same formula, charge and spin, the calculation gives 0.642 eV.